Record 1
This record from OMol25 describes one molecule with the formula C4H10N2O at a distorted geometry. The level of theory is ωB97M-V/def2-TZVPD.

Geometry (Å):
C 0.2061 0.4507 0.5509
C 1.5488 0.9320 0.0178
C -0.8738 1.6832 0.5812
N 0.2923 -1.8643 -0.1154
C -0.4210 -0.5259 -0.3483
O -0.2827 -2.9512 -0.8173
N -1.1687 -0.3504 -1.3304
H -1.1843 -3.1074 -0.4899
H 0.5712 -2.1424 0.8198
H 0.2903 0.0591 1.5677
H -1.3216 -1.2109 -1.8670
H 1.9444 1.7196 0.6561
H 2.2551 0.1048 -0.0181
H 1.4307 1.3226 -0.9897
H -1.0156 2.0628 -0.4253
H -1.8240 1.3586 0.9960
H -0.4473 2.4589 1.2118

- SMILES: [H]/N=C(\NO)C(C)C
- ΔE to the lowest compared entry with this formula, charge and spin: 73.8 kcal/mol
- Largest force on an atom: 4.99 eV Å⁻¹
- LUMO energy: 0.77 eV
- Kohn-Sham gap: 10.2 eV

Here are the Löwdin charges for atoms 1 to 2, given in e: -0.355 -0.068



Record 2
This record from OMol25 describes C4H12CsO2 as an isolated structure at a distorted geometry. The level of theory is ωB97M-V/def2-TZVPD.

Geometry (Å):
Cs -2.8246 0.8435 -3.2516
C -1.9437 2.5885 3.6627
C -2.8091 1.7754 2.6540
O -3.9108 2.4492 2.1448
H -1.1416 2.1571 4.2615
H -2.6607 2.8835 4.4289
H -1.5739 3.5159 3.2254
H -3.0142 0.7314 2.8907
H -2.1896 1.7571 1.7574
H -4.6060 2.2360 2.7716
C 2.9375 -3.1688 -3.3416
C 3.1650 -2.0109 -2.3499
O 1.9261 -1.2411 -2.2312
H 2.7791 -2.7810 -4.3479
H 2.0831 -3.7891 -3.0706
H 3.8681 -3.7308 -3.2623
H 3.9180 -1.3772 -2.8183
H 3.7558 -2.2901 -1.4774
H 2.2415 -0.5484 -1.6461

- ΔE to the lowest compared entry with this formula, charge and spin: 39.0 kcal/mol
- Largest force on an atom: 3.62 eV Å⁻¹
- LUMO energy: -3.93 eV
- Charge: +1
- Kohn-Sham gap: 8.7 eV

Here are the Löwdin charges for atoms 1 to 2, given in e: 0.971 -0.070



Record 3
This record from OMol25 describes one molecule with the formula C3H6N2OS at a distorted geometry. The level of theory is ωB97M-V/def2-TZVPD.

Geometry (Å):
C -2.2483 -0.4205 -0.0193
C 0.0087 0.2892 -0.1224
C 2.1218 0.9554 0.1696
H -3.2180 0.1075 0.2555
H -2.3343 -0.9723 -0.9895
H -2.1670 -1.2360 0.6874
H 0.3304 -1.7596 -0.4290
H 2.0122 1.0552 1.2631
H 2.8039 1.7392 -0.1707
N -1.2228 0.5896 -0.1392
N 0.6604 -0.8984 0.0442
O 0.8854 1.3162 -0.3784
S 2.3674 -0.7655 -0.1713

- SMILES: C/N=C1\NSCO1
- ΔE to the lowest compared entry with this formula, charge and spin: 59.8 kcal/mol
- Largest force on an atom: 2.69 eV Å⁻¹
- LUMO energy: 0.40 eV
- Kohn-Sham gap: 8.9 eV

Here are the Löwdin charges for atoms 1 to 2, given in e: -0.160 -0.549



Record 4
This record from OMol25 describes one molecule with the formula C6H11NO at a distorted geometry. The level of theory is ωB97M-V/def2-TZVPD.

Geometry (Å):
O 1.8927 1.3540 -2.5191
C 1.9758 1.0662 -1.3033
C 0.7064 1.0340 -0.3445
C 0.7871 -0.4018 0.2775
C -0.4543 -0.7543 0.8795
C -1.1802 0.0125 1.6653
C -1.0852 -1.9527 0.3177
N -0.4993 1.5788 -0.9846
H 2.8953 1.0460 -0.6470
H 0.7506 1.6614 0.6039
H 1.5849 -0.5205 0.9764
H 1.1560 -1.1286 -0.5182
H -2.1589 -0.2069 1.8848
H -0.7482 0.8510 2.0545
H -1.7567 -1.3686 -0.5164
H -1.6862 -2.5087 0.9254
H -0.3525 -2.6233 -0.0788
H -0.4536 1.7798 -2.0093
H -1.3738 1.0818 -0.6637

- SMILES: C=C(C)C[C@H](N)C=O
- ΔE to the lowest compared entry with this formula, charge and spin: 78.6 kcal/mol
- Largest force on an atom: 4.40 eV Å⁻¹
- LUMO energy: 0.65 eV
- Kohn-Sham gap: 9.7 eV

Here are the Löwdin charges for atoms 1 to 2, given in e: 0.017 -0.164